[1]
{"formula": "C4H22N2O7", "method": "wB97M-V/def2-TZVPD", "species": ["C", "C", "C", "N", "C", "N", "O", "H", "H", "H", "H", "H", "H", "H", "H", "H", "H", "O", "H", "H", "O", "H", "H", "O", "H", "H", "O", "H", "H", "O", "H", "H", "O", "H", "H"], "positions_angstrom": [[-0.768, 2.670, -1.539], [0.688, 2.293, -1.080], [1.002, 0.769, -0.957], [1.476, 0.345, -2.249], [2.062, 0.532, 0.177], [1.557, 0.095, 1.474], [3.217, 0.481, 0.107], [-1.077, 1.883, -2.264], [-1.022, 3.692, -2.009], [-1.286, 2.797, -0.680], [1.579, 2.787, -1.549], [0.894, 2.643, 0.009], [0.131, 0.134, -0.733], [1.718, -0.576, -2.357], [2.147, 0.995, -2.628], [0.561, -0.274, 1.749], [2.372, 0.309, 2.135], [-2.223, -1.200, -0.990], [-1.835, -2.021, -1.262], [-2.073, -0.803, -1.908], [-0.737, 2.224, 1.667], [-0.531, 2.893, 2.230], [-0.656, 2.577, 0.868], [-3.002, 0.766, 2.240], [-3.355, 0.458, 1.443], [-2.518, 1.455, 1.946], [-0.843, -1.129, 1.284], [-1.600, -0.901, 1.878], [-1.351, -1.151, 0.384], [0.293, -3.302, 0.890], [0.028, -2.517, 1.385], [1.237, -3.555, 1.009], [-0.727, -3.411, -1.579], [0.114, -3.306, -2.036], [-0.436, -3.608, -0.748]], "e_above_lowest_kj_mol": 401.8, "homo_lumo_gap_ha": 0.344, "lumo_energy_ev": 0.36, "multiplicity": 1, "smiles": "CC[C@@H](N)C(N)=O.O.O.O.O.O.O"}

=====

[2]
{"formula": "C4H22NO11", "method": "wB97M-V/def2-TZVPD", "species": ["O", "C", "C", "C", "N", "C", "O", "O", "H", "H", "H", "H", "H", "H", "H", "H", "O", "H", "H", "O", "H", "H", "O", "H", "H", "O", "H", "H", "O", "H", "H", "O", "H", "H", "O", "H", "H", "O"], "positions_angstrom": [[-3.014, -3.261, -2.144], [-2.154, -2.455, -1.897], [-0.722, -2.863, -1.581], [-0.908, -3.726, -0.306], [0.208, -1.686, -1.236], [0.013, -0.787, -0.211], [-1.191, -0.569, 0.166], [1.024, -0.075, 0.007], [-2.494, -1.474, -1.805], [-0.178, -3.305, -2.351], [-1.894, -4.234, -0.363], [-0.147, -4.682, -0.212], [-0.967, -3.013, 0.676], [1.155, -1.774, -1.536], [2.317, 1.637, -0.870], [1.012, 2.548, -1.225], [1.982, 2.572, -1.187], [-0.931, 3.824, 1.701], [-2.227, 3.584, 1.209], [-1.657, 4.350, 1.287], [3.404, 1.857, 0.347], [4.430, 1.349, 1.300], [3.934, 2.145, 1.056], [-1.894, -1.270, 1.978], [-0.840, -0.987, 3.117], [-1.741, -1.436, 3.002], [3.673, -1.566, 0.502], [2.717, -0.381, 0.267], [3.618, -0.644, 0.414], [-2.377, 2.125, -0.650], [-2.610, 0.840, -0.046], [-3.071, 1.655, -0.386], [0.996, 3.251, 1.548], [0.701, 1.684, 1.759], [0.859, 2.648, 2.187], [-0.581, 1.383, -0.745], [-0.067, 1.012, -2.159], [-0.377, 1.724, -1.609]], "e_above_lowest_kj_mol": 295.2, "total_charge": -1, "homo_lumo_gap_ha": 0.355, "lumo_energy_ev": 2.65, "multiplicity": 1}

=====

[3]
{"formula": "C4H22NO6", "method": "wB97M-V/def2-TZVPD", "species": ["O", "C", "C", "N", "C", "C", "H", "H", "H", "H", "H", "H", "H", "H", "H", "H", "H", "H", "H", "H", "O", "H", "H", "O", "H", "H", "O", "H", "H", "O", "H", "H", "O"], "positions_angstrom": [[-1.719, -1.581, -1.792], [-1.075, -0.337, -1.694], [-0.297, -0.294, -0.336], [0.803, 0.707, -0.361], [1.716, 0.394, 0.825], [-1.340, 0.079, 0.777], [-2.131, -1.640, -2.674], [-1.843, 0.459, -1.803], [-0.375, -0.281, -2.562], [0.045, -1.306, -0.121], [1.283, 0.794, -1.258], [0.303, 1.624, -0.234], [1.259, -0.175, 1.627], [2.040, 1.368, 1.183], [2.522, -0.144, 0.353], [-1.515, -0.815, 1.374], [-0.937, 0.849, 1.433], [-2.302, 0.377, 0.373], [2.411, -3.392, 0.716], [0.959, -3.366, 0.327], [1.817, -3.137, 0.002], [-1.647, 3.347, 3.024], [-1.055, 4.716, 2.662], [-0.922, 3.778, 2.524], [-0.920, 3.479, 0.766], [0.275, 3.555, -0.275], [-0.562, 3.088, -0.059], [-2.282, -2.685, -0.294], [-1.933, -4.145, 0.062], [-1.795, -3.214, 0.346], [2.492, -1.269, -1.549], [3.844, -0.435, -1.643], [2.882, -0.400, -1.719]], "e_above_lowest_kj_mol": 28.5, "total_charge": 2, "homo_lumo_gap_ha": [0.419, 0.148], "s_squared": 0.7558, "lumo_energy_ev": [-6.50, -13.87], "multiplicity": 2}

=====

[4]
{"formula": "C4H22NO7S", "method": "wB97M-V/def2-TZVPD", "species": ["C", "O", "C", "C", "C", "S", "N", "H", "H", "H", "H", "H", "H", "H", "H", "H", "H", "H", "H", "O", "H", "H", "O", "H", "H", "O", "H", "H", "O", "H", "H", "O", "H", "H", "O"], "positions_angstrom": [[-1.069, -2.248, -0.996], [-2.002, -1.221, -1.271], [0.159, -1.956, -0.154], [1.003, -0.834, -0.831], [2.496, -0.966, -0.442], [3.377, -2.058, -1.612], [-0.274, -1.688, 1.213], [-1.705, -3.027, -0.561], [-0.721, -2.543, -1.994], [0.863, -2.799, -0.091], [0.847, -0.935, -1.897], [0.671, 0.185, -0.564], [2.583, -1.205, 0.634], [2.911, 0.036, -0.511], [2.500, -3.076, -1.789], [-0.327, -0.721, 1.497], [-1.118, -2.167, 1.501], [0.559, 0.630, 3.989], [0.682, 1.603, 2.848], [1.124, 1.359, 3.674], [-1.461, 1.876, -0.125], [-0.534, 3.062, 1.127], [-0.637, 2.115, 0.975], [0.910, 2.080, 0.226], [2.342, 2.358, 0.919], [1.902, 2.009, 0.147], [-2.456, 0.217, 1.761], [-1.816, 1.440, 2.295], [-2.417, 0.718, 2.586], [-1.663, -0.365, -0.899], [-0.051, 1.656, -3.630], [-0.945, 1.812, -3.326], [-1.055, 1.459, -2.408], [-2.686, 1.863, -1.345], [-1.994, 1.333, -0.944]], "e_above_lowest_kj_mol": 0.0, "total_charge": -1, "homo_lumo_gap_ha": 0.328, "lumo_energy_ev": 2.84, "multiplicity": 1}

=====

[5]
{"formula": "C4H22O9Sr", "method": "wB97M-V/def2-TZVPD", "species": ["Sr", "O", "H", "H", "O", "H", "H", "O", "H", "H", "O", "H", "H", "O", "H", "H", "C", "C", "O", "O", "H", "H", "H", "H", "H", "H", "C", "C", "O", "O", "H", "H", "H", "H", "H", "H"], "positions_angstrom": [[0.023, -0.905, -0.966], [1.998, -2.093, 3.052], [2.773, -2.644, 3.162], [1.808, -1.768, 3.932], [-3.560, -2.305, 1.267], [-3.825, -3.104, 0.811], [-3.919, -2.403, 2.149], [-3.705, 1.703, -2.675], [-4.555, 2.105, -2.492], [-3.458, 2.044, -3.534], [-0.048, -5.337, -2.204], [0.392, -6.034, -1.717], [-0.253, -5.731, -3.052], [-0.746, -0.781, -5.679], [-1.470, -0.308, -6.088], [-0.332, -1.255, -6.400], [-1.806, 1.162, 6.253], [-2.312, 1.834, 4.883], [-1.354, 1.611, 3.792], [-1.243, -0.197, 6.214], [-2.752, 1.119, 6.794], [-1.080, 1.720, 6.844], [-2.398, 2.915, 4.994], [-3.283, 1.376, 4.694], [-0.689, 2.303, 3.762], [-1.877, -0.833, 5.874], [4.450, 1.057, -3.354], [3.435, 2.227, -3.491], [2.611, 2.397, -2.304], [3.766, -0.228, -3.429], [4.986, 1.143, -2.409], [5.212, 1.119, -4.130], [2.789, 2.131, -4.363], [3.995, 3.157, -3.601], [2.587, 3.356, -2.258], [3.840, -0.555, -4.329]], "e_above_lowest_kj_mol": 758.1, "total_charge": 2, "homo_lumo_gap_ha": 0.170, "lumo_energy_ev": -9.18, "multiplicity": 1}

=====

[6]
{"formula": "C4H23N2O5", "method": "wB97M-V/def2-TZVPD", "species": ["C", "N", "C", "N", "C", "C", "H", "H", "H", "H", "H", "H", "H", "H", "H", "H", "H", "H", "H", "H", "H", "O", "H", "H", "O", "H", "H", "O", "H", "H", "O", "H", "H", "O"], "positions_angstrom": [[-0.525, -0.909, 1.166], [-1.533, -0.985, 0.139], [0.899, -1.429, 0.562], [1.283, -0.425, -0.499], [2.115, -0.981, -1.561], [2.012, -1.212, 1.647], [-0.815, -1.697, 1.865], [-0.356, 0.155, 1.458], [-1.303, -0.460, -0.704], [-1.994, -1.823, -0.174], [0.686, -2.437, 0.232], [1.808, 0.361, -0.059], [0.428, 0.075, -0.789], [2.954, -0.373, -1.895], [1.505, -1.161, -2.450], [2.611, -1.922, -1.289], [2.703, -0.428, 1.294], [2.656, -2.080, 1.815], [1.514, -0.839, 2.531], [0.013, 2.691, -1.784], [-0.855, 2.331, -3.021], [-0.300, 1.960, -2.323], [-2.916, -1.867, -2.704], [-1.962, -3.080, -2.851], [-2.279, -2.422, -2.233], [-3.890, 2.089, 0.847], [-4.001, 0.749, 1.601], [-3.384, 1.331, 1.151], [-1.134, 3.429, 1.046], [-1.119, 2.058, 0.503], [-0.719, 2.922, 0.330], [2.211, 1.677, 2.682], [1.549, 2.728, 1.699], [2.138, 1.973, 1.768]], "e_above_lowest_kj_mol": 202.9, "total_charge": 1, "homo_lumo_gap_ha": 0.359, "lumo_energy_ev": -2.35, "multiplicity": 1}